No. 1
Below is a cluster of 2 separate species, C4H14NO in total in a non-equilibrium geometry, with properties calculated with ωB97M-V with the def2-TZVPD basis set.

As for the charge: +2. The LUMO energy (alpha / beta) is -7.52 / -15.45 eV. Its HOMO-LUMO gap (alpha / beta) is 12.6532 / 4.3774 eV. Its multiplicity is 2. The expectation value of S² is 0.753. Its energy above the lowest of the compared OMol25 structures with the same formula, charge and spin is 163.9 kJ/mol.

XYZ file:
```
20
Properties=species:S:1:pos:R:3:mulliken_spin:R:1
O -0.04 -1.85 2.40 0.047
N -1.40 -1.17 -0.20 0.003
C -1.02 0.30 -0.15 0.158
C 0.50 0.57 -0.26 0.066
C 0.60 2.08 -0.42 0.084
C 1.28 -0.31 -1.20 0.144
H -1.26 -1.57 -1.12 -0.001
H 1.40 -1.37 -0.93 0.000
H -2.37 -1.35 0.08 0.003
H -0.28 -0.94 2.19 0.001
H -0.04 2.75 0.17 -0.002
H -1.44 0.64 0.81 -0.004
H 1.61 2.33 -0.05 0.079
H 0.83 0.28 0.83 0.213
H 1.11 -0.26 -2.32 0.097
H -1.65 0.83 -0.88 0.008
H 0.55 2.39 -1.47 0.024
H -0.79 -1.72 0.43 0.003
H 0.10 -1.76 3.36 -0.001
H 2.30 0.13 -1.27 0.076
```

No. 2
Below is a cluster of 2 separate species, C3H7S in total in a non-equilibrium geometry, with properties calculated with ωB97M-V with the def2-TZVPD basis set.

The LUMO energy (alpha / beta) is 0.95 / -2.49 eV. Its HOMO-LUMO gap (alpha / beta) is 10.4334 / 6.9924 eV. Its multiplicity is 2. The expectation value of S² is 0.753. Its energy above the lowest of the compared OMol25 structures with the same formula, charge and spin is 126.7 kJ/mol.

XYZ file:
```
11
Properties=species:S:1:pos:R:3:mulliken_spin:R:1
S -2.24 -1.01 0.15 1.014
C 2.19 1.36 -0.98 0.000
C 0.68 0.21 0.59 -0.002
C 2.06 0.53 0.07 0.009
H 2.94 0.23 0.64 0.000
H 0.58 -0.70 1.17 -0.005
H -0.04 0.32 -0.21 0.007
H 1.28 1.85 -1.31 0.000
H 3.19 1.71 -1.20 0.000
H 0.46 0.99 1.34 -0.001
H -3.24 -1.12 -0.75 -0.021
```

No. 3
Below is a structure of composition C6H3AuCl2HoNO3S in a non-equilibrium geometry, with properties calculated with ωB97M-V with the def2-TZVPD basis set.

As for the charge: +4. The LUMO energy (alpha / beta) is -16.89 / -19.10 eV. Its HOMO-LUMO gap (alpha / beta) is 8.4768 / 6.5041 eV. Its multiplicity is 7. The expectation value of S² is 12.028. Its energy above the lowest of the compared OMol25 structures with the same formula, charge and spin is 0.0 kJ/mol.

XYZ file:
```
18
Properties=species:S:1:pos:R:3:mulliken_spin:R:1
Au 0.74 0.60 0.07 0.348
Ho -0.15 0.25 -2.52 4.031
Cl -0.71 -1.44 -0.78 0.113
Cl -0.66 2.46 -1.42 0.183
S -2.32 -0.77 3.24 -0.101
O 0.93 -2.49 -4.55 0.001
O 2.22 2.98 1.30 -0.008
O 1.07 2.11 -5.29 0.001
N -0.41 -0.20 1.71 0.192
C -0.72 -1.54 3.47 0.438
C 1.69 2.10 0.86 0.149
C -1.72 0.07 1.90 0.299
C 0.62 -1.57 -3.95 -0.002
C 0.72 1.44 -4.44 -0.006
C 0.18 -1.12 2.52 0.325
H -2.29 0.77 1.27 0.020
H 1.26 -1.39 2.37 0.002
H -0.45 -2.25 4.25 0.016
```

No. 4
Below is a structure of composition C30H27BrCl2O4PReTe in a non-equilibrium geometry, with properties calculated with ωB97M-V with the def2-TZVPD basis set.

As for the charge: +1. The LUMO energy (alpha / beta) is -2.55 / -5.23 eV. Its HOMO-LUMO gap (alpha / beta) is 8.7467 / 5.3560 eV. Its multiplicity is 4. The expectation value of S² is 3.771. Its energy above the lowest of the compared OMol25 structures with the same formula, charge and spin is 0.0 kJ/mol.

XYZ file:
```
67
Properties=species:S:1:pos:R:3:mulliken_spin:R:1
Re 0.42 -0.91 -1.15 1.864
Te 2.43 2.06 -2.14 0.829
Br 1.78 0.11 0.62 0.181
Cl -0.98 -2.21 -2.81 0.005
Cl 4.03 -3.42 -3.80 0.002
P -1.51 -1.11 0.25 -0.001
O 2.17 -1.36 -2.23 0.025
O -0.65 0.70 -3.33 0.005
O 1.50 -2.95 -0.91 0.017
O -0.60 1.84 -1.40 -0.011
C -2.73 -4.06 -2.28 0.008
C 5.07 3.36 2.23 -0.002
C 0.56 -1.53 4.26 0.003
C -2.21 -2.67 -0.33 0.018
C 3.15 4.48 1.29 0.000
C -1.00 -1.42 1.94 0.001
C 2.29 -2.52 -1.77 0.019
C -2.96 0.01 0.21 -0.005
C -1.04 3.02 -2.11 0.005
C 4.32 2.83 -0.02 -0.011
C -0.30 -2.63 2.26 0.009
C -4.49 1.17 -1.21 -0.002
C -3.36 0.41 -1.06 -0.003
C 4.39 2.02 -1.32 -0.019
C -2.06 -3.06 -1.67 -0.009
C 3.25 3.75 0.09 0.003
C 5.24 2.73 1.00 0.002
C -3.74 0.34 1.30 0.001
C -5.29 1.54 -0.10 0.000
C -3.58 -4.85 -1.49 -0.001
C -0.38 0.72 -2.15 -0.005
C -3.64 -4.64 -0.14 0.002
C -3.01 -3.51 0.39 -0.001
C 4.03 4.27 2.33 0.000
C 2.18 3.77 -0.94 -0.026
C -0.18 -0.36 3.95 -0.002
C 3.52 -3.31 -2.08 0.004
C -0.88 -0.28 2.76 0.011
C 0.51 -2.64 3.40 -0.003
C -4.90 1.11 1.14 0.000
H -0.52 3.05 -3.07 0.002
H 6.09 2.01 0.80 0.000
H -3.19 -3.22 1.39 0.000
H 2.32 5.18 1.40 0.000
H 3.81 4.77 3.27 0.000
H 2.17 4.55 -1.72 0.037
H 1.09 -1.60 5.20 0.001
H -0.21 0.49 4.60 0.000
H -0.79 3.85 -1.52 -0.002
H -3.49 0.05 2.31 0.000
H -2.60 -4.27 -3.30 0.000
H 4.26 -2.80 -1.55 0.000
H -1.36 0.62 2.45 0.004
H 3.46 -4.31 -1.61 0.000
H 4.99 2.47 -2.14 0.034
H -4.16 -5.66 -2.00 0.000
H 5.81 3.22 3.06 0.000
H -6.19 2.16 -0.19 0.000
H 1.14 -3.48 3.68 -0.001
H -2.78 0.18 -1.93 0.006
H -0.28 -3.42 1.51 -0.003
H -4.76 1.51 -2.19 0.000
H 1.16 3.69 -0.55 0.002
H 4.74 1.01 -1.16 0.005
H -4.33 -5.18 0.53 0.000
H -2.14 3.00 -2.33 0.000
H -5.57 1.32 2.01 0.000
```

No. 5
Below is a cluster of 2 separate species, C4H6O in total in a non-equilibrium geometry, with properties calculated with ωB97M-V with the def2-TZVPD basis set.

The LUMO energy is 0.69 eV. Its HOMO-LUMO gap is 8.4460 eV. Its energy above the lowest of the compared OMol25 structures with the same formula, charge and spin is 344.1 kJ/mol.

XYZ file:
```
11
Properties=species:S:1:pos:R:3:lowdin_charge:R:1
O -1.20 -0.45 -0.39 -0.089
C -0.12 -1.30 0.05 -0.162
C 0.66 0.85 -0.23 -0.113
C 1.07 -0.39 0.07 -0.068
C -0.78 0.84 -0.43 -0.213
H -1.48 1.68 -0.33 0.027
H -0.37 -1.72 1.04 0.126
H -1.21 1.76 0.85 0.149
H -0.03 -2.13 -0.66 0.126
H 2.07 -0.72 0.33 0.108
H 1.26 1.75 -0.27 0.110
```

No. 6
Below is a cluster of 9 separate species, C52H112BrN12O2 in total in a non-equilibrium geometry, with properties calculated with ωB97M-V with the def2-TZVPD basis set.

As for the charge: +6. The LUMO energy (alpha / beta) is -12.18 / -12.24 eV. Its HOMO-LUMO gap (alpha / beta) is 1.9839 / 5.9890 eV. Its multiplicity is 2. The expectation value of S² is 0.758.

XYZ file:
```
179
Properties=species:S:1:pos:R:3:mulliken_spin:R:1
Br 25.31 -2.46 15.55 0.000
O 26.32 -3.63 8.44 0.000
O 20.81 3.67 13.73 0.000
N 15.94 -3.27 22.08 0.000
N 20.76 -3.37 14.49 -0.361
N 20.66 0.99 15.69 -0.037
N 20.07 -3.77 16.57 -0.152
N 13.72 -5.07 14.93 -0.036
N 24.25 -0.84 20.45 0.000
N 20.40 -3.17 9.14 0.109
N 17.55 -4.93 21.78 -0.002
N 14.24 -5.40 17.07 -0.007
N 18.58 -3.81 10.44 0.043
N 21.18 -10.38 17.98 0.000
N 26.01 -4.29 11.35 -0.004
C 26.54 -2.87 11.29 0.001
C 21.76 -8.38 16.39 -0.005
C 22.62 0.97 20.14 -0.001
C 24.60 0.08 19.20 0.000
C 18.77 -2.39 10.64 0.070
C 12.93 -5.52 16.98 0.002
C 21.79 -9.76 19.30 0.000
C 21.62 -3.13 8.29 -0.022
C 22.02 0.28 15.84 0.007
C 26.44 -2.06 20.69 0.000
C 22.17 -12.54 18.15 0.000
C 13.83 -4.62 13.54 0.035
C 19.68 -5.35 22.92 0.000
C 19.41 0.07 16.19 -0.038
C 16.29 -5.50 21.55 0.000
C 16.34 -4.37 10.21 0.022
C 26.33 -5.28 10.16 -0.001
C 20.08 -11.40 18.43 0.000
C 15.33 -4.50 21.74 0.000
C 15.02 -5.54 18.30 0.005
C 17.27 -3.54 22.06 0.001
C 21.22 2.32 13.48 0.006
C 19.80 -2.09 9.85 0.018
C 14.71 -5.14 15.84 -0.013
C 18.88 -5.70 17.59 -0.023
C 12.53 -4.53 12.73 0.003
C 21.37 -3.53 16.61 0.052
C 25.29 -1.31 21.45 0.000
C 20.74 -12.76 18.17 0.000
C 19.20 -4.17 17.62 0.032
C 20.82 -3.38 12.99 0.067
C 20.62 -9.30 16.97 0.003
C 23.13 0.02 21.11 0.000
C 28.41 -0.59 21.20 0.000
C 22.31 -11.25 17.38 0.000
C 27.68 -1.89 21.53 0.000
C 22.65 -6.89 14.60 -0.001
C 18.84 -5.64 21.70 -0.001
C 24.53 -4.41 11.67 0.026
C 25.85 -4.93 8.78 0.004
C 26.73 -4.88 12.62 0.000
C 17.52 -4.54 11.03 -0.039
C 23.81 1.40 19.33 0.000
C 20.36 1.22 14.22 -0.075
C 23.48 -2.03 19.85 -0.005
C 21.51 -7.82 15.00 0.000
C 19.57 -4.24 9.57 0.532
C 21.78 -3.28 15.35 -0.024
C 20.67 2.27 16.56 -0.001
C 19.69 -3.60 15.23 0.245
C 15.29 -1.97 22.39 0.000
C 12.53 -5.30 15.64 0.000
H 16.18 -6.54 21.25 0.000
H 21.38 3.01 16.22 0.001
H 21.63 -2.19 7.74 0.002
H 17.32 -4.25 12.07 0.143
H 24.18 -0.35 18.30 0.000
H 15.60 -4.67 18.61 -0.001
H 22.54 -9.01 19.08 0.000
H 22.47 -3.28 8.95 0.026
H 25.66 0.32 19.27 0.000
H 19.31 1.51 14.15 -0.002
H 22.07 1.78 20.61 0.000
H 15.74 -1.06 21.99 0.000
H 22.55 -1.64 19.43 0.005
H 12.34 -5.83 17.83 0.000
H 21.36 4.22 13.17 0.000
H 27.41 -5.30 10.01 0.000
H 14.25 -4.57 21.68 0.000
H 14.57 -5.28 13.09 0.002
H 26.30 -5.65 8.09 0.000
H 19.74 -8.83 17.41 0.000
H 18.45 0.53 15.96 -0.007
H 22.76 1.00 15.50 0.000
H 23.29 -2.75 20.64 0.000
H 19.79 -5.25 9.24 -0.038
H 11.84 -5.35 12.89 0.000
H 25.98 -3.34 7.59 0.000
H 15.77 -5.17 15.63 0.055
H 23.62 0.63 21.86 0.000
H 29.25 -0.34 21.85 0.000
H 21.86 -3.77 17.54 0.007
H 20.27 -9.99 16.20 -0.001
H 21.32 -8.65 14.31 0.004
H 21.56 -3.88 7.50 0.004
H 12.73 -4.23 11.70 -0.001
H 21.81 -7.52 17.06 0.004
H 23.31 -10.82 17.45 0.000
H 25.63 -0.38 21.90 0.000
H 19.26 -11.40 17.71 0.000
H 15.58 -5.14 10.31 -0.002
H 20.50 -13.52 18.92 0.000
H 15.15 -1.86 23.46 0.000
H 24.86 -1.85 22.29 0.000
H 14.24 -2.06 22.08 0.000
H 21.26 2.16 12.40 -0.001
H 19.37 -0.93 15.76 0.060
H 22.21 -11.38 16.31 0.000
H 20.58 -7.27 14.87 0.026
H 18.05 -2.79 22.09 0.000
H 26.47 -1.69 19.67 0.000
H 19.97 -4.30 22.95 0.000
H 26.31 -2.45 12.27 0.000
H 20.42 -4.29 12.54 0.015
H 19.36 -6.35 16.86 0.010
H 22.33 -0.45 21.68 0.000
H 20.60 -5.92 22.92 0.000
H 22.79 -3.03 15.04 0.002
H 19.44 -5.33 20.85 0.002
H 18.17 -1.97 11.44 -0.046
H 22.54 -12.49 19.17 0.000
H 18.60 -6.70 21.56 0.000
H 21.87 -3.29 12.72 0.018
H 14.37 -6.06 19.00 0.001
H 20.28 -1.13 9.72 0.000
H 22.25 2.34 13.83 0.001
H 21.88 0.47 19.52 0.001
H 27.46 -1.88 22.60 0.000
H 20.38 -13.07 17.19 0.000
H 14.31 -3.65 13.61 -0.009
H 24.78 -4.77 8.65 -0.002
H 19.08 -5.76 23.73 0.000
H 22.38 -5.86 14.81 0.009
H 27.58 -2.94 10.95 0.000
H 26.32 -5.86 12.89 0.000
H 19.68 2.74 16.49 0.000
H 26.50 -4.27 13.50 0.000
H 17.82 -5.59 11.07 -0.041
H 23.64 -7.17 14.96 0.000
H 18.70 -3.62 14.80 0.084
H 22.14 -0.05 16.88 -0.001
H 22.74 -8.85 16.45 -0.001
H 22.23 -10.52 19.94 0.000
H 19.24 -6.17 18.51 0.008
H 28.69 -0.54 20.14 0.000
H 22.70 -13.33 17.63 0.000
H 19.85 -11.21 19.47 0.000
H 17.80 -5.83 17.53 -0.002
H 24.36 -4.06 12.69 -0.013
H 22.12 -0.57 15.17 0.008
H 25.96 -6.26 10.47 0.000
H 22.93 -6.90 13.55 -0.004
H 16.48 -4.11 9.16 0.009
H 24.18 -2.48 19.14 0.000
H 23.30 1.81 18.45 0.000
H 20.40 0.24 13.74 0.094
H 18.38 -3.49 17.83 0.009
H 19.80 -4.14 18.53 0.007
H 25.89 -2.37 10.57 0.000
H 27.82 -4.86 12.58 0.000
H 27.79 0.30 21.24 0.000
H 24.25 -5.46 11.72 -0.008
H 28.43 -2.66 21.37 0.000
H 20.93 -9.22 19.71 0.000
H 11.57 -5.16 15.16 0.000
H 15.69 -6.40 18.21 0.001
H 11.93 -3.71 13.12 0.000
H 15.83 -3.51 10.64 0.000
H 20.88 2.02 17.60 0.001
H 19.63 -0.08 17.25 0.008
H 26.04 -3.07 20.60 0.000
H 24.36 2.24 19.74 0.000
H 20.32 -2.51 12.58 0.089
H 23.88 -3.86 10.98 0.028
```

Computed DFT total energy (eV) in order:
-7890.4032; -14057.1576; -79222.8121; -153531.3269; -6288.3516; -147690.6414